DFT (ωB97M-V/def2-TZVPD) results for a single C5H8N2 molecule.

Geometry as ORCA input:
```
! RIJCOSX wB97M-V def2-TZVPD def2/J DEFGRID3
* xyz 0 1
N 0.523 -0.849 -0.137
N 1.012 2.498 0.264
C 1.605 -0.811 0.964
C -0.815 -0.444 -0.624
C 0.419 0.304 -1.010
C -2.008 0.162 0.081
C 0.684 1.575 -0.354
H -1.152 -1.109 -1.434
H -2.723 0.557 -0.658
H 0.813 0.252 -2.029
H 1.883 0.192 1.334
H -2.536 -0.618 0.638
H 1.630 -1.463 1.858
H 2.396 -1.221 0.353
H -1.732 0.975 0.754
*
```

- energy relative to the best compared isomer or geometry (same formula, charge and spin) (eV) = 2.833
- SMILES string = C[C@H]1[C@@H](C#N)N1C

DFT (ωB97M-V/def2-TZVPD) results for a single C5H8N2 molecule.

Geometry as ORCA input:
```
! RIJCOSX wB97M-V def2-TZVPD def2/J DEFGRID3
* xyz 0 1
N -3.359 -1.664 -0.896
N -0.251 1.147 1.069
C -0.913 -1.317 -0.112
C -2.252 -1.544 -0.574
C 0.044 -0.791 -0.885
C 1.010 1.147 0.338
C 1.303 -0.255 -0.269
H 2.115 -0.175 -1.002
H -0.283 1.869 1.775
H 1.640 -0.923 0.533
H -0.741 -1.464 0.953
H -1.032 1.300 0.438
H 1.056 1.897 -0.468
H -0.151 -0.610 -1.942
H 1.814 1.385 1.042
*
```

- energy relative to the best compared isomer or geometry (same formula, charge and spin) (eV) = 1.163
- SMILES string = N#C/C=C/CCN

DFT (ωB97M-V/def2-TZVPD) results for a 2-piece molecular cluster, C5H8N2O overall.

Geometry as ORCA input:
```
! RIJCOSX wB97M-V def2-TZVPD def2/J DEFGRID3
* xyz 0 1
O 2.449 -0.931 -0.158
N 1.851 1.639 -0.239
N 1.106 -0.534 0.289
C -0.584 0.653 0.339
C -0.018 -1.392 0.026
C -1.061 -0.543 -0.569
C 0.890 0.773 0.055
C -2.110 0.429 -0.028
H -0.557 -0.282 -1.503
H -0.529 0.349 1.437
H -0.295 -1.871 0.956
H 1.231 2.566 -0.248
H -2.829 1.142 -0.677
H 0.043 -2.337 -0.706
H 3.176 0.269 0.296
H -2.762 0.068 0.729
*
```

- energy relative to the best compared isomer or geometry (same formula, charge and spin) (eV) = 9.649

DFT (ωB97M-V/def2-TZVPD) results for a single C5H8N2O molecule.

Geometry as ORCA input:
```
! RIJCOSX wB97M-V def2-TZVPD def2/J DEFGRID3
* xyz 0 1
O 0.968 -1.738 0.063
N -0.967 0.851 -0.766
N 0.037 -0.871 0.722
C 0.303 0.544 -1.489
C -0.904 0.034 0.241
C -2.530 0.267 2.221
C -1.828 0.153 1.292
C 1.624 0.882 -0.643
H -0.156 -1.253 1.670
H 1.698 2.007 -0.352
H 0.704 -2.823 -0.337
H 0.487 -0.536 -1.937
H -3.307 0.736 2.777
H 1.479 0.182 0.329
H 2.450 0.363 -1.465
H -0.058 1.203 -2.325
*
```

- energy relative to the best compared isomer or geometry (same formula, charge and spin) (eV) = 8.447
- SMILES string = C#C/C(=N/CC)NO